(1)
26
Properties=species:S:1:pos:R:3:forces:R:3 method="wB97M-V/def2-TZVPD" total_charge=+2 multiplicity=1 homo_ev=-16.2 homo_lumo_gap_ha=0.2900
O -0.242384 0.158194 -6.138368 0.0 0.0 5.0
C -0.243278 0.159162 -4.980597 0.0 0.0 -8.4
Pb -0.241193 0.158004 -2.549063 -0.2 0.1 0.8
O -1.985111 -2.777063 -1.986142 1.8 3.0 -0.6
C -1.411220 -1.805425 -2.168565 -3.8 -6.4 1.5
C 0.922308 2.126748 -2.171608 3.8 6.4 1.5
O 1.498084 3.096768 -1.988084 -1.8 -2.9 -0.6
C -2.211258 1.325854 -2.167408 -6.4 3.8 1.5
O -3.180938 1.902968 -1.988565 3.0 -1.8 -0.6
C 1.727898 -1.005654 -2.220963 6.9 -4.1 1.3
O 2.703649 -1.583887 -2.047753 -3.3 2.0 -0.8
C 0.411137 -0.275180 3.504279 0.3 -0.2 0.0
N -0.183659 0.134405 2.243975 0.6 -0.5 -1.3
C -1.363776 0.954999 2.182164 -1.3 0.9 0.1
C 0.317364 -0.218048 1.078750 -0.9 0.6 -1.2
C 1.556977 -1.079606 0.911107 0.2 -0.1 0.6
O -0.337649 0.238887 0.051957 1.3 -0.9 -0.6
H -0.207712 0.158133 4.292941 0.5 -0.3 0.1
H 1.445408 0.093162 3.523945 -0.4 0.0 0.5
H 0.425031 -1.372848 3.528310 -0.1 0.3 0.5
H -1.195991 1.919093 1.652902 0.1 -0.7 0.4
H -2.209829 0.460651 1.655260 0.7 0.1 0.4
H -1.666418 1.167394 3.202350 -0.1 0.1 0.0
H 1.337652 -1.993078 0.329893 -0.2 0.4 0.3
H 2.352791 -0.541913 0.365471 -0.5 0.0 0.4
H 1.982112 -1.401731 1.883819 -0.3 0.2 -0.7



(2)
20
Properties=species:S:1:pos:R:3:forces:R:3 method="wB97M-V/def2-TZVPD" total_charge=0 multiplicity=1 e_above_lowest_ev=6.924 homo_ev="-9.0 / -8.6" homo_lumo_gap_ha="0.3004 / 0.2614"
C -1.484841 -0.304612 -1.320664 0.8 -0.3 -0.5
C 2.520012 -0.426032 -0.637541 -1.3 -3.0 -0.1
C 2.468024 0.716484 -1.321614 0.7 1.0 0.7
C 1.497987 -0.528999 0.433637 2.1 -1.7 -0.9
C 0.852829 0.630386 0.508762 0.3 0.2 0.2
C -2.492769 1.781094 0.078324 3.8 -1.0 0.8
C -2.703963 0.601450 0.930250 2.5 -1.9 0.4
C -2.177460 0.426547 -0.428514 -0.1 0.8 0.6
C 1.331828 -1.878748 1.133319 -1.2 0.7 -0.7
N -0.815671 -0.882831 -2.083303 -0.4 0.0 0.1
S 1.410037 1.844543 -0.543570 -0.3 0.4 -0.4
H 2.949311 -1.407825 -1.063336 -0.2 1.9 0.9
H 3.194007 1.010557 -2.042970 0.0 0.4 -0.7
H -3.156660 2.275203 -0.485628 -3.0 1.8 -1.3
H -1.605889 2.383598 0.324198 -0.4 -0.2 0.0
H -1.990427 0.233050 1.705135 -0.2 1.2 -0.4
H -3.550186 0.054732 1.082333 -3.0 -0.6 0.4
H 2.155362 -2.093456 1.862059 -1.2 0.4 -0.3
H 0.272171 -1.716751 1.491111 1.3 -1.2 0.6
H 1.326305 -2.718394 0.378015 -0.1 1.0 0.7



(3)
6
Properties=species:S:1:pos:R:3:forces:R:3 method="wB97M-V/def2-TZVPD" total_charge=0 multiplicity=1 e_above_lowest_ev=2.075 homo_ev="-9.5 / -9.5" homo_lumo_gap_ha="0.2535 / 0.2533"
C 1.185965 -0.180145 0.227964 1.0 0.5 0.0
S 0.194965 0.794344 1.061923 2.1 -0.8 1.1
Cl -3.662322 -0.008804 -0.672129 0.4 0.4 0.2
Cl -1.674482 0.777630 0.037222 -2.2 -0.5 -1.4
Br 2.462728 -1.407574 0.954597 -0.8 0.5 0.2
Br 1.493146 0.024550 -1.609576 -0.5 -0.1 -0.1



(4)
6
Properties=species:S:1:pos:R:3:forces:R:3 method="wB97M-V/def2-TZVPD" total_charge=0 multiplicity=1 e_above_lowest_ev=0.236 homo_ev=-9.8 homo_lumo_gap_ha=0.2958
O -0.758096 -1.952225 -0.896458 -0.6 1.5 0.8
N -1.155562 -0.946730 -0.328636 -0.2 1.8 0.4
C -1.441349 0.128756 0.111263 1.1 -3.9 -1.9
Br -2.250433 1.103538 1.345610 -0.4 0.7 0.7
Br 1.851086 1.320743 0.327955 0.5 -0.2 -0.2
Br 3.754355 0.345916 -0.559735 -0.5 0.2 0.2



(5)
9
Properties=species:S:1:pos:R:3:forces:R:3 method="wB97M-V/def2-TZVPD" total_charge=0 multiplicity=1 e_above_lowest_ev=1.749 homo_ev="-11.4 / -11.2" homo_lumo_gap_ha="0.2755 / 0.2663"
C -0.105336 -0.023404 -0.377528 2.8 -1.2 -3.3
N -0.342873 -1.173208 0.471068 0.3 0.3 1.9
N -0.259087 1.349053 0.034658 0.4 1.3 -2.2
O -0.305379 -2.242161 -0.039175 -0.4 -1.4 -1.1
O -0.702638 1.520324 1.104925 -0.9 0.9 2.4
O -0.408528 -0.942498 1.647719 -0.4 0.0 0.8
O 0.032242 2.191292 -0.807316 0.0 -0.7 0.7
Cl -0.382759 -0.330417 -2.039082 0.0 0.4 1.0
Br 2.474359 -0.348984 0.004727 -1.8 0.5 -0.3



(6)
7
Properties=species:S:1:pos:R:3:forces:R:3 method="wB97M-V/def2-TZVPD" total_charge=0 multiplicity=1 e_above_lowest_ev=4.290 homo_ev=-10.5 homo_lumo_gap_ha=0.2938
N 0.728162 1.308512 3.251203 -0.4 0.8 1.6
C 1.154027 0.918352 2.267850 0.3 0.3 1.2
O 1.413468 0.420468 1.159086 1.3 -1.3 -3.3
Cl 3.100537 0.233729 0.677159 -0.9 0.3 0.6
O -2.031647 1.204599 1.698730 -1.1 2.4 4.0
P -1.640044 0.507471 0.553970 -0.1 -2.4 -4.5
Br -3.592620 0.249042 -0.769966 1.0 0.0 0.5



(7)
7
Properties=species:S:1:pos:R:3:forces:R:3 method="wB97M-V/def2-TZVPD" total_charge=0 multiplicity=1 e_above_lowest_ev=1.305 homo_ev=-9.7 homo_lumo_gap_ha=0.3076
C 0.253240 -0.507946 -0.307140 -2.2 -1.2 -1.2
N 0.998569 0.453042 0.263710 1.6 0.5 -0.2
N -1.398305 0.438687 -0.049248 0.7 -1.8 -0.7
N 0.515989 1.433246 0.726271 1.8 0.9 0.9
N -1.046015 1.344672 0.574867 -1.8 1.1 0.2
Br 0.605444 -0.983888 -2.173157 -0.1 0.5 1.1
I 0.071079 -2.177812 0.964697 0.0 0.0 0.0



(8)
7
Properties=species:S:1:pos:R:3:forces:R:3 method="wB97M-V/def2-TZVPD" total_charge=-1 multiplicity=1 e_above_lowest_ev=0.099 homo_ev=-4.2 homo_lumo_gap_ha=0.2735
C 1.254864 -0.107368 0.275812 -3.3 0.5 -3.9
N 0.286792 -0.003051 -0.529916 3.1 0.7 1.3
O -2.026381 -0.136732 -1.644254 0.2 0.1 0.5
O -1.949517 0.889483 0.598022 0.3 0.2 -0.1
S -1.597945 -0.257066 -0.243650 -0.5 -0.8 -0.1
Cl 2.942143 0.352412 -0.280271 -0.5 -0.3 0.7
Cl 1.090041 -0.737675 1.824257 0.6 -0.4 1.8